The following is a DFT calculation (ωB97M-V/def2-TZVPD) of C16H22N2O5 in the gas phase.

Positions of all 45 atoms, in Å:
C: 2.68158 -6.13823 1.93455
C: 1.29061 -6.63234 1.56679
O: 0.39399 -5.52459 1.43871
C: 0.27233 -4.98302 0.23232
O: 0.73813 -5.42577 -0.78205
C: -0.60931 -3.73278 0.28559
N: 0.02247 -2.68075 -0.47503
C: 1.33487 -2.44160 -0.33920
O: 2.06047 -3.04070 0.42829
C: 1.83560 -1.31770 -1.25952
N: 1.28582 -0.02619 -0.90467
C: 0.03746 0.35466 -1.25687
O: -0.71232 -0.39145 -1.87509
C: -0.35459 1.73369 -0.87972
C: 0.16429 2.41155 0.21746
C: -0.25185 3.69404 0.52519
C: -1.19800 4.33681 -0.27166
O: -1.66270 5.59236 -0.09683
C: -1.23950 6.38618 1.00668
C: -1.97243 5.97551 2.28357
C: -1.55273 7.83122 0.63235
C: -1.73191 3.64887 -1.36784
C: -1.32391 2.36967 -1.65776
H: 3.37746 -6.97200 1.95612
H: 2.66486 -5.65763 2.90916
H: 3.01082 -5.40898 1.19839
H: 0.86741 -7.26508 2.35046
H: 1.31383 -7.17674 0.61729
H: -0.74566 -3.44624 1.33397
H: -1.57616 -3.96217 -0.16413
H: -0.51405 -2.11639 -1.13017
H: 2.92271 -1.27298 -1.19870
H: 1.53085 -1.55593 -2.28366
H: 1.86303 0.59529 -0.36424
H: 0.87801 1.93630 0.87588
H: 0.17008 4.17896 1.39147
H: -0.15369 6.27974 1.14295
H: -1.79726 4.92724 2.51371
H: -1.63117 6.58107 3.11864
H: -3.04175 6.12280 2.15306
H: -1.02715 8.10316 -0.27909
H: -1.24646 8.49866 1.43250
H: -2.62003 7.94273 0.46200
H: -2.47088 4.15064 -1.97200
H: -1.74169 1.83409 -2.49636

Cartesian forces (eV/Å) of the 6 atoms listed first:
C -0.3997 0.0613 -0.1191
C 0.3667 -0.3694 -0.1400
O -0.1644 0.0352 0.4036
C -0.3300 0.1319 -0.2876
O 0.0486 -0.0442 -0.0173
C 0.4190 -0.0141 0.2019

Values from the calculation:
structure (SMILES)	CCOC(=O)CNC(=O)CNC(=O)c1ccc(OC(C)C)cc1
orbital gap	9.45	eV
max |F|	0.74	eV Å⁻¹
LUMO	0.613	eV
energy relative to the best compared isomer or geometry (same formula, charge and spin)	11.5	kcal/mol